{"formula": "C2H16BF4O6", "method": "wB97M-V/def2-TZVPD", "lumo_ha": 0.11363, "total_charge": -1, "multiplicity": 1, "relative_energy_kcal_mol": 0.00, "e_homo_ev": -7.388, "species": ["H", "O", "O", "F", "F", "O", "H", "H", "H", "O", "O", "C", "H", "F", "H", "C", "H", "H", "B", "H", "O", "F", "H", "H", "H", "H", "H", "H", "H"], "coordinates": [[-2.48784, -3.83197, -1.60437], [-1.56405, 3.02874, 1.92032], [1.32686, -3.25391, 1.04447], [-1.52947, 0.36936, -0.24252], [0.14808, 0.89010, 1.19374], [-2.61918, -3.10239, 0.30086], [0.30160, 1.34067, -2.48279], [2.94175, 1.40746, 1.40123], [-0.05465, 1.87482, -1.10633], [0.41113, 2.11185, -1.91836], [3.72944, 3.41281, 1.57455], [2.67147, 2.45840, 1.54738], [-1.26764, 2.22575, 1.45576], [0.56116, -0.52248, -0.61664], [0.86739, -3.86538, 0.46167], [-2.14149, -2.98498, -1.00872], [-2.35196, -2.29714, 0.76534], [-2.48176, -2.05890, -1.49132], [-0.34669, -0.12336, 0.36862], [0.81227, -2.42707, 0.97660], [-0.32213, -0.91444, -3.25136], [-0.69145, -1.24294, 1.18426], [-0.68996, -0.81285, -2.36270], [2.19891, 2.44977, 2.53575], [3.58693, 4.03267, 0.85984], [0.62908, -0.84923, -3.11691], [1.93240, 2.69458, 0.78461], [-1.04872, -2.95535, -1.13258], [-2.52148, 2.94541, 1.95961]], "forces_ev_per_a": [[-0.161, 0.024, 0.153], [-0.116, -0.175, -0.164], [-0.053, 0.230, -0.080], [0.171, -0.166, -0.136], [0.264, -0.026, -0.203], [-0.026, 0.008, 0.227], [-0.110, -0.065, 0.024], [0.714, 0.292, -0.329], [0.043, 0.028, -0.152], [0.025, 0.278, -0.008], [0.339, -0.342, -0.074], [-0.768, -0.205, 0.582], [0.074, 0.242, 0.272], [-0.002, -0.003, 0.265], [-0.051, 0.067, 0.035], [0.261, 0.356, -0.962], [0.163, -0.183, 0.051], [-0.228, -0.131, 0.015], [-0.643, -0.129, 0.443], [0.139, -0.448, 0.107], [-0.078, 0.158, -0.176], [0.139, 0.234, -0.285], [0.165, -0.020, -0.027], [-0.199, 0.245, -0.205], [-0.004, -0.022, -0.098], [-0.057, -0.129, 0.167], [-0.072, 0.041, 0.101], [0.012, -0.144, 0.496], [0.060, -0.014, -0.041]]}